No. 1
Here is 7 unconnected molecules or ions with the total composition C41H91N6O6 at a distorted geometry from OMol25. Energies are from the ωB97M-V functional and the def2-TZVPD basis.

## Properties
Total charge: +3
Total energy: -2395.51846 hartree
M: 764.2 g mol⁻¹
Kohn-Sham gap: 0.17607 hartree
Max |F|: 0.145 hartree/bohr
ΔE to the lowest compared entry with this formula, charge and spin: 541.7 kJ/mol

Each line ends with the Mulliken charge.
Positions of all 144 atoms, in Å:
O: 1.077 0.364 -1.479  -0.43
O: 0.432 0.459 0.518  -0.37
O: 0.632 1.241 -4.415  -0.40
O: 2.456 0.177 -4.677  -0.67
O: 1.150 0.244 -6.406  -0.79
O: -0.083 1.924 -0.740  -0.84
N: 0.501 0.914 -0.578  0.78
N: -2.750 -1.299 2.421  0.63
N: 0.858 -4.120 -2.437  0.29
N: 0.896 4.325 3.046  0.44
N: 4.962 -0.424 0.005  0.48
N: -4.542 1.480 -3.391  0.34
C: -2.821 0.261 -2.271  0.91
C: -2.554 -0.338 3.622  -0.77
C: -4.026 -2.149 2.860  -1.07
C: 1.266 3.814 4.423  -0.92
C: -4.225 2.907 -2.958  -0.97
C: 2.014 4.147 1.957  0.30
C: 0.816 -3.632 -0.991  -0.15
C: -6.017 1.428 -3.798  -0.50
C: -2.336 0.617 -3.665  -0.34
C: -1.605 -3.348 -2.679  1.17
C: -0.631 -4.475 -2.923  -1.11
C: 4.183 0.843 0.401  -1.04
C: 1.673 2.327 4.391  1.51
C: 1.970 -4.316 -0.314  -0.22
C: -3.077 -0.316 1.301  -0.22
C: -3.430 0.896 3.460  -0.77
C: -1.481 -2.212 2.157  0.21
C: 2.180 5.450 1.281  -0.81
C: 2.010 -5.691 -0.919  -0.94
C: 8.682 0.554 0.998  -1.37
C: 7.393 0.459 0.053  -0.36
C: -8.611 1.832 -3.145  -1.26
C: 6.344 -0.624 0.599  -0.93
C: 4.030 -1.483 0.678  0.29
C: 3.767 0.580 1.862  1.63
C: 0.592 5.837 3.046  -0.52
C: -3.554 1.130 -4.434  -0.93
C: 1.089 6.342 1.679  -0.84
C: -3.695 0.997 1.957  -0.69
C: 1.412 0.511 -5.174  0.61
C: 1.742 -5.423 -2.384  -0.45
C: -7.037 1.914 -2.716  -0.53
C: 4.966 -0.485 -1.502  -0.98
C: -4.333 0.304 -2.422  -1.15
C: 2.533 1.750 5.484  -1.33
C: 0.017 -4.014 3.127  -1.02
C: -2.925 -3.580 -3.489  -1.38
C: -0.394 3.620 2.518  -1.18
C: 1.480 -3.116 -3.430  -1.04
C: -1.293 -3.215 3.283  -0.75
C: 3.621 -0.925 2.025  -0.68
H: 4.782 1.748 0.296  0.63
H: -6.172 2.055 -4.675  0.51
H: -8.751 0.758 -3.267  0.33
H: -0.319 2.550 2.325  0.10
H: -3.695 -2.835 -3.289  0.22
H: 2.526 -4.997 -3.010  0.32
H: 4.651 -2.379 0.679  0.81
H: -6.202 0.365 -3.957  0.36
H: -0.821 -5.362 -2.318  0.51
H: -4.413 3.569 -3.803  0.32
H: 2.471 -2.934 -3.013  0.49
H: 1.149 6.242 3.891  0.47
H: -0.697 -1.455 2.164  -0.17
H: 2.166 2.095 3.447  -0.78
H: 2.833 -3.743 -0.650  0.03
H: 1.220 -6.343 -0.548  0.39
H: 8.451 1.107 1.908  0.38
H: -3.759 -0.926 0.708  0.50
H: 6.220 -0.607 1.682  0.48
H: -8.664 2.357 -4.099  0.35
H: -1.495 -0.082 3.638  0.57
H: -2.108 -0.199 0.816  -0.31
H: 0.538 4.112 5.177  0.45
H: 3.255 0.853 -0.170  -0.05
H: 2.217 4.302 4.638  0.49
H: 2.231 5.124 0.242  0.44
H: 0.728 1.794 4.290  -0.24
H: 1.191 -6.220 -2.882  0.38
H: 7.731 -0.065 -0.841  0.42
H: -9.372 2.205 -2.460  0.38
H: 0.919 -2.548 -1.044  -0.06
H: -1.004 3.750 3.413  0.56
H: -3.970 0.224 -4.874  0.39
H: -3.358 -4.576 -3.396  0.41
H: -0.788 4.235 1.709  0.43
H: -1.565 -2.729 1.201  0.31
H: 2.969 4.000 2.463  0.19
H: -4.434 0.732 3.851  0.34
H: -4.662 -0.547 -3.019  0.04
H: 1.262 7.418 1.687  0.45
H: -2.752 1.079 -1.555  0.09
H: -0.479 5.775 3.239  0.30
H: -2.406 -0.618 -1.778  0.05
H: -3.204 2.944 -2.580  0.41
H: 1.865 -4.311 0.771  0.46
H: -0.416 -4.861 -3.920  0.53
H: 6.570 -1.684 0.481  0.54
H: -0.117 -4.101 -0.679  0.27
H: -1.446 -2.661 4.209  0.47
H: 2.423 2.320 6.407  0.36
H: -3.306 1.926 1.540  0.41
H: 6.973 1.436 -0.188  0.30
H: -1.695 -3.217 -1.601  -0.17
H: 1.673 3.354 1.292  -0.27
H: 9.019 -0.416 1.364  0.35
H: 1.125 1.124 -3.600  0.22
H: -4.891 -1.488 2.922  0.40
H: -4.935 3.118 -2.158  0.34
H: 0.376 6.470 0.864  0.37
H: 3.999 -0.762 -1.922  0.21
H: 4.188 -1.382 2.836  0.38
H: -0.004 -4.573 2.191  0.26
H: 4.295 1.111 2.654  0.44
H: -1.911 -0.194 -4.256  0.29
H: 5.468 0.375 -1.946  0.38
H: -7.009 2.978 -2.483  0.33
H: 0.892 -2.206 -3.546  0.26
H: -3.907 -2.598 3.846  0.38
H: -2.138 -3.903 3.282  0.30
H: -4.772 0.988 1.791  0.40
H: 3.554 1.758 5.102  0.33
H: 2.321 0.695 5.654  0.38
H: 2.935 -6.207 -0.662  0.43
H: -6.815 1.427 -1.766  0.31
H: 0.873 -3.359 2.963  0.10
H: 0.252 -4.657 3.976  0.44
H: 2.582 -1.256 2.033  -0.12
H: 3.173 5.881 1.406  0.41
H: -1.250 -2.353 -2.947  -0.38
H: -2.976 1.821 3.814  0.28
H: 1.623 -3.486 -4.445  0.33
H: 9.517 0.940 0.413  0.39
H: -3.323 1.948 -5.116  0.33
H: -1.609 1.421 -3.555  0.21
H: 2.844 1.158 1.890  -1.32
H: 3.092 -1.586 0.132  -0.87
H: -2.654 -3.307 -4.509  0.41
H: -2.868 -0.764 4.575  0.38
H: -4.089 -2.979 2.156  0.38
H: -4.963 0.605 -1.585  0.42
H: 5.720 -1.239 -1.731  0.44

=====

No. 2
Here is a gas-phase ion, C4H10NO2 (charge +1) at a distorted geometry from OMol25. Energies are from the ωB97M-V functional and the def2-TZVPD basis.

## Properties
Total charge: +1
Total energy: -363.28156 hartree
M: 104.1 g mol⁻¹
Kohn-Sham gap: 0.25102 hartree
Max |F|: 0.059 hartree/bohr
ΔE to the lowest compared entry with this formula, charge and spin: 404.6 kJ/mol

Each line ends with the Mulliken charge.
Positions of all 17 atoms, in Å:
O: 2.406 -0.622 0.226  -0.49
O: -1.916 0.713 1.179  -0.29
N: 0.375 1.441 -0.356  -0.64
C: -0.541 0.219 -0.556  0.41
C: 0.034 -1.084 0.049  -0.76
C: -1.853 0.545 -0.086  -0.19
C: 1.432 -1.367 -0.495  -0.70
H: 0.011 -1.209 1.131  0.33
H: 1.716 -2.402 -0.298  0.35
H: -0.190 2.129 0.147  0.25
H: -0.661 -1.858 -0.293  0.45
H: -0.413 0.022 -1.622  0.46
H: 2.253 0.287 -0.054  0.35
H: 1.573 -1.254 -1.578  0.33
H: 0.393 1.917 -1.262  0.26
H: -2.616 1.338 1.439  0.40
H: -2.878 0.448 -0.455  0.48

=====

No. 3
Here is 8 unconnected molecules or ions with the total composition H18NO7 at a distorted geometry from OMol25. Energies are from the ωB97M-V functional and the def2-TZVPD basis.

## Properties
Total energy: -592.10504 hartree
M: 144.1 g mol⁻¹
Kohn-Sham gap (alpha / beta): 0.11358 / 0.41399 hartree
Expectation value of S²: 0.751
Max |F|: 0.047 hartree/bohr
2S+1: 2
ΔE to the lowest compared entry with this formula, charge and spin: 56.2 kJ/mol

Each line ends with the Löwdin spin population.
Positions of all 26 atoms, in Å:
O: 1.199 1.229 -3.104  0.03
O: 2.634 1.526 -0.569  0.07
O: -1.003 0.678 3.379  0.15
O: -1.729 0.099 -0.377  0.04
O: -3.942 0.544 1.072  0.03
O: 2.379 -1.795 -0.139  0.07
O: -0.707 -1.500 -2.759  0.03
N: 0.594 -0.448 1.605  0.16
H: -4.722 0.948 0.620  0.00
H: 2.669 -0.916 -0.429  0.02
H: -2.650 0.069 -0.109  0.00
H: -1.419 0.571 4.237  0.03
H: -0.381 -1.584 -1.866  0.02
H: 3.203 -2.268 -0.327  0.01
H: 3.568 1.769 -0.424  0.01
H: -1.576 -0.349 -1.201  0.00
H: 1.045 0.481 1.675  0.10
H: 1.148 0.317 -2.775  0.01
H: 0.230 -0.593 0.653  0.03
H: -0.175 -0.544 2.325  0.03
H: -4.198 0.914 1.921  0.01
H: -0.534 -2.328 -3.203  0.00
H: -0.394 1.442 3.457  0.07
H: 1.031 1.045 -4.039  0.00
H: 2.459 1.879 -1.457  0.01
H: 1.271 -1.183 1.834  0.06

=====

No. 4
Here is a single C4H5N3O molecule at a distorted geometry from OMol25. Energies are from the ωB97M-V functional and the def2-TZVPD basis.

## Properties
Total energy: -394.66824 hartree
M: 111.1 g mol⁻¹
SMILES string: C1=C2N=NC[C@H]2ON1
Kohn-Sham gap: 0.29881 hartree
Max |F|: 0.175 hartree/bohr
ΔE to the lowest compared entry with this formula, charge and spin: 785.9 kJ/mol

Each line ends with the Mulliken charge.
Positions of all 13 atoms, in Å:
O: 1.377 -0.878 0.060  -0.30
N: 1.935 0.228 -0.227  -0.15
N: -2.343 0.147 0.003  -0.26
N: -1.651 1.248 0.085  -0.22
C: 0.952 1.275 -0.123  -0.81
C: -0.239 0.867 0.202  0.43
C: -0.033 -0.683 0.618  0.06
C: -1.279 -1.109 -0.352  -0.47
H: -0.346 -0.604 1.647  0.34
H: 2.952 0.274 0.267  0.25
H: 1.294 2.188 -0.342  0.55
H: -0.941 -0.816 -1.531  0.23
H: -1.678 -2.137 -0.306  0.35